# 1
Entry from the Open Molecules 2025 dataset: a 6-piece molecular cluster, C29H56BrFN2O15S5 overall in a non-equilibrium geometry (ωB97M-V/def2-TZVPD).

Each line ends with the Löwdin charge.
Positions of all 109 atoms, in Å:
C1 -1.81 5.13 -0.18  -0.122
C2 -2.69 5.03 -1.51  -0.696
Br1 -1.59 5.30 -3.15  0.608
C3 -3.51 3.66 -1.56  -0.185
C4 -4.90 3.99 -0.88  -0.139
C5 -5.82 4.89 -1.68  -0.017
C6 -7.08 5.24 -1.08  -0.009
C7 -7.53 4.76 0.27  -0.200
N1 -8.77 5.22 0.72  0.098
C8 -9.01 4.74 1.96  -0.107
C9 -8.12 3.83 2.74  -0.095
N2 -6.93 3.38 2.28  0.102
C10 -6.63 3.87 1.02  -0.145
C11 -5.30 3.47 0.42  -0.067
C12 -4.33 2.50 1.20  -0.140
C13 -4.27 1.08 0.48  -0.152
C14 -3.34 0.04 1.23  -0.177
F1 -2.68 0.55 2.38  -0.085
H1 -2.28 4.56 0.67  0.068
H2 -1.81 6.21 0.14  0.060
H3 -0.77 4.76 -0.43  0.060
H4 -3.38 5.93 -1.47  0.084
H5 -3.71 3.38 -2.63  0.108
H6 -2.96 2.86 -1.03  0.083
H7 -5.52 5.31 -2.68  0.119
H8 -7.76 5.92 -1.68  0.108
H9 -9.97 5.06 2.45  0.107
H10 -8.45 3.52 3.76  0.108
H11 -4.71 2.29 2.24  0.111
H12 -3.30 2.92 1.30  0.091
H13 -5.30 0.62 0.45  0.120
H14 -3.92 1.15 -0.58  0.096
H15 -3.93 -0.87 1.52  0.119
H16 -2.54 -0.35 0.53  0.077
C15 2.87 -1.68 -1.61  -0.067
C16 2.22 -1.62 -0.24  -0.247
O1 1.77 -0.29 0.09  -0.253
S1 0.47 0.28 -0.65  0.602
C17 0.25 1.72 0.34  -0.106
O2 -0.63 -0.62 -0.42  -0.302
O3 0.83 0.70 -1.97  -0.267
H17 2.15 -1.46 -2.40  0.071
H18 3.28 -2.67 -1.79  0.060
H19 3.67 -0.94 -1.68  0.088
H20 1.39 -2.33 -0.16  0.108
H21 2.95 -1.90 0.52  0.128
H22 0.00 1.42 1.36  0.079
H23 -0.57 2.29 -0.09  0.053
H24 1.16 2.31 0.31  0.080
C18 -2.22 11.48 0.93  -0.077
C19 -0.87 11.78 0.30  -0.260
O4 0.01 10.64 0.35  -0.263
S2 -0.28 9.41 -0.63  0.583
C20 1.23 8.53 -0.35  -0.117
O5 -0.29 9.88 -1.98  -0.269
O6 -1.36 8.63 -0.09  -0.292
H25 -2.76 10.72 0.36  0.068
H26 -2.83 12.38 0.96  0.081
H27 -2.09 11.10 1.94  0.085
H28 -0.98 12.12 -0.74  0.117
H29 -0.38 12.58 0.85  0.122
H30 2.06 9.12 -0.72  0.076
H31 1.16 7.58 -0.89  0.074
H32 1.33 8.34 0.72  0.076
C21 5.23 -8.19 0.54  -0.072
C22 4.64 -7.85 -0.82  -0.252
O7 3.28 -7.39 -0.71  -0.260
S3 3.02 -5.92 -0.12  0.588
C23 1.30 -5.81 -0.51  -0.129
O8 3.75 -4.96 -0.91  -0.290
O9 3.16 -5.96 1.31  -0.279
H33 5.33 -7.30 1.16  0.055
H34 6.23 -8.62 0.42  0.080
H35 4.60 -8.89 1.07  0.087
H36 5.25 -7.11 -1.34  0.116
H37 4.62 -8.74 -1.44  0.124
H38 1.18 -5.81 -1.59  0.081
H39 0.93 -4.88 -0.09  0.058
H40 0.79 -6.65 -0.05  0.080
C24 -4.48 -6.25 1.56  -0.076
C25 -4.32 -6.23 0.05  -0.260
O10 -4.14 -4.90 -0.46  -0.261
S4 -2.72 -4.18 -0.21  0.593
C26 -2.98 -2.80 -1.27  -0.113
O11 -1.68 -5.00 -0.75  -0.282
O12 -2.67 -3.71 1.14  -0.274
H41 -3.56 -5.93 2.06  0.069
H42 -4.71 -7.26 1.91  0.081
H43 -5.27 -5.57 1.87  0.086
H44 -3.49 -6.88 -0.27  0.115
H45 -5.23 -6.62 -0.41  0.122
H46 -3.05 -3.14 -2.30  0.080
H47 -2.12 -2.13 -1.16  0.042
H48 -3.89 -2.28 -0.96  0.074
C27 11.77 -6.92 -1.14  -0.077
C28 11.68 -6.11 0.14  -0.261
O13 10.39 -5.50 0.30  -0.264
S5 9.15 -6.43 0.69  0.582
C29 7.99 -5.15 1.03  -0.110
O14 9.45 -7.12 1.91  -0.274
O15 8.70 -7.13 -0.48  -0.287
H49 11.10 -7.78 -1.12  0.068
H50 12.79 -7.30 -1.28  0.081
H51 11.49 -6.31 -2.00  0.085
H52 11.92 -6.72 1.01  0.116
H53 12.41 -5.30 0.10  0.122
H54 8.33 -4.58 1.90  0.077
H55 7.03 -5.62 1.24  0.061
H56 7.90 -4.51 0.16  0.079

Summary:
SMILES ... C[C@@H](Br)Cc1ccc2nccnc2c1CCCF.CCOS(C)(=O)=O.CCOS(C)(=O)=O.CCOS(C)(=O)=O.CCOS(C)(=O)=O.CCOS(C)(=O)=O
Highest occupied orbital energy ... -8.71 eV

# 2
Entry from the Open Molecules 2025 dataset: a 2-piece molecular cluster, C29H56Cl2FN2O5S overall in a non-equilibrium geometry (ωB97M-V/def2-TZVPD).

Each line ends with the Löwdin charge.
Positions of all 96 atoms, in Å:
C1 1.95 -6.73 5.62  -0.116
O1 1.61 -6.16 4.38  -0.199
C2 0.21 -5.92 4.25  -0.229
C3 -0.12 -5.90 2.74  -0.148
C4 -0.58 -4.50 2.26  -0.198
C5 -0.03 -4.16 0.84  -0.186
C6 -1.14 -3.48 -0.01  -0.206
C7 -1.29 -2.05 0.49  -0.208
C8 -2.32 -1.21 -0.33  -0.155
C9 -1.70 0.03 -1.01  -0.227
C10 -2.43 1.38 -0.72  -0.145
C11 -1.74 2.67 -0.24  -0.092
N1 -0.26 2.97 -0.28  0.038
C12 0.63 2.21 0.69  -0.304
C13 -0.09 1.23 1.63  -0.057
C14 0.79 0.67 2.78  -0.258
O2 0.33 0.49 3.83  0.125
C15 1.35 3.23 1.63  -0.043
C16 0.46 3.88 2.71  -0.357
C17 0.73 5.41 2.84  -0.015
F1 0.71 3.37 3.96  0.021
C18 1.76 1.45 -0.02  -0.119
N2 2.62 2.43 -0.68  -0.064
C19 3.65 1.74 -1.47  -0.233
O3 4.51 0.96 -0.70  -0.134
C20 5.01 1.64 0.45  -0.066
C21 1.93 3.37 -1.57  -0.425
O4 2.43 4.66 -1.30  -0.015
C22 0.38 3.27 -1.61  -0.530
S1 0.17 1.90 -2.85  0.945
C23 -0.30 4.48 -2.35  -0.661
Cl1 0.68 5.02 -3.77  0.708
C24 -0.79 5.70 -1.53  -0.700
C25 0.19 6.40 -0.59  -0.122
Cl2 -1.32 6.99 -2.70  0.632
H1 1.24 -6.47 6.42  0.084
H2 2.00 -7.83 5.56  0.088
H3 2.93 -6.36 5.91  0.085
H4 -0.32 -6.77 4.70  0.116
H5 -0.06 -4.97 4.73  0.118
H6 0.78 -6.19 2.21  0.107
H7 -0.94 -6.59 2.53  0.110
H8 -1.67 -4.47 2.19  0.103
H9 -0.30 -3.72 2.97  0.100
H10 0.74 -3.39 0.98  0.100
H11 0.42 -5.01 0.34  0.105
H12 -2.07 -4.04 0.12  0.119
H13 -0.77 -3.51 -1.04  0.093
H14 -1.51 -2.01 1.56  0.114
H15 -0.31 -1.58 0.37  0.089
H16 -2.66 -1.89 -1.12  0.092
H17 -3.21 -0.98 0.26  0.111
H18 -0.63 0.11 -0.82  0.045
H19 -1.75 -0.16 -2.08  0.089
H20 -3.20 1.14 0.00  0.114
H21 -3.01 1.60 -1.62  0.110
H22 -2.22 3.50 -0.75  0.118
H23 -2.04 2.87 0.78  0.126
H24 -0.24 3.90 0.15  0.139
H25 -0.46 0.30 1.18  0.096
H26 -0.94 1.65 2.17  0.126
H27 1.85 0.38 2.61  0.138
H28 1.70 4.07 1.01  0.101
H29 2.27 2.80 2.03  0.142
H30 -0.60 3.79 2.43  0.133
H31 0.94 5.65 3.87  0.090
H32 -0.14 5.98 2.50  0.078
H33 1.58 5.73 2.25  0.080
H34 1.40 0.67 -0.71  0.115
H35 2.38 0.92 0.69  0.113
H36 3.18 1.11 -2.24  0.139
H37 4.26 2.49 -2.00  0.146
H38 4.38 1.52 1.33  0.075
H39 5.97 1.19 0.69  0.098
H40 5.12 2.71 0.22  0.097
H41 2.27 3.14 -2.59  0.099
H42 2.85 5.02 -2.09  0.100
H43 -1.16 1.91 -3.04  -0.072
H44 -1.19 4.09 -2.83  0.069
H45 -1.71 5.51 -0.98  0.088
H46 -0.31 7.28 -0.19  0.088
H47 0.45 5.75 0.25  0.040
H48 1.08 6.75 -1.10  0.083
C26 -2.75 -4.00 -5.44  -0.169
C27 -2.21 -5.18 -4.64  -0.164
C28 -1.98 -4.56 -3.28  -0.217
O5 -2.96 -3.52 -3.13  -0.162
C29 -3.59 -3.28 -4.39  -0.201
H49 -3.33 -4.29 -6.31  0.115
H50 -1.93 -3.37 -5.77  0.113
H51 -2.98 -5.96 -4.57  0.118
H52 -1.31 -5.63 -5.06  0.116
H53 -0.99 -4.10 -3.21  0.110
H54 -2.08 -5.27 -2.46  0.118
H55 -4.60 -3.68 -4.35  0.120
H56 -3.64 -2.20 -4.57  0.113

Summary:
Total charge ... +1
Highest occupied orbital energy ... -11.04 eV